{"formula": "C19H38NO9P", "method": "ωB97M-V/def2-TZVPD", "elements": ["H", "C", "H", "H", "H", "H", "H", "H", "C", "H", "C", "H", "O", "O", "H", "C", "H", "H", "H", "C", "H", "O", "O", "C", "C", "H", "H", "C", "H", "C", "C", "H", "H", "H", "O", "H", "C", "H", "C", "O", "C", "O", "C", "C", "C", "P", "H", "H", "H", "H", "O", "H", "C", "C", "C", "O", "H", "H", "H", "H", "H", "H", "H", "H", "H", "H", "H", "N"], "positions_angstrom": [[-1.064, 2.828, -3.495], [3.186, -0.169, 0.562], [-4.167, -5.234, 1.102], [2.043, 0.537, 2.210], [0.519, 4.361, -2.906], [-2.905, -4.029, -4.025], [1.874, -1.220, -3.483], [-0.576, 2.139, 2.624], [-3.815, -1.408, -0.581], [-0.513, 3.473, -0.938], [-3.519, -1.065, 1.718], [-3.431, 0.345, -3.418], [-4.051, -5.826, 1.856], [1.219, -0.613, -3.843], [4.949, -1.308, 0.251], [2.879, 0.899, -0.267], [5.788, -0.821, 3.624], [-3.677, 2.076, 2.883], [1.459, -0.176, -1.348], [3.878, -1.406, 0.076], [6.343, -3.561, 3.474], [3.438, 2.608, 3.092], [7.012, -2.874, 3.392], [1.759, 0.870, -1.278], [-3.000, 0.817, -0.053], [2.054, 1.165, -2.281], [0.875, 2.120, 0.237], [-3.421, -0.464, 0.347], [4.181, 3.134, 3.406], [2.879, -0.135, 2.050], [-1.084, 2.252, -2.570], [3.659, -1.620, -0.973], [-1.787, 1.017, 3.215], [7.819, -3.351, 3.176], [5.644, 0.133, 3.599], [-4.594, -6.591, 1.644], [-4.164, -2.653, 0.164], [2.777, 2.692, 3.786], [-2.544, 2.397, -2.035], [-3.455, -0.534, 2.775], [1.044, 3.576, -2.362], [-3.745, 2.560, 2.047], [-3.008, 1.074, -1.439], [0.561, 1.661, -0.704], [-0.011, 2.764, -1.599], [-2.433, 2.139, 1.124], [-0.946, 1.194, -2.794], [-2.623, 3.194, -1.304], [-2.774, -2.895, 1.490], [1.781, 3.995, -1.680], [-4.705, -3.629, -0.265], [-4.135, -1.928, -2.628], [-1.268, 1.354, 2.321], [-3.832, -1.151, -1.938], [-3.427, 0.103, -2.364], [-3.501, -3.398, -4.443], [-3.224, 2.589, -2.864], [-4.358, -3.837, -4.424], [0.387, -1.092, -3.774], [3.723, 0.212, 2.659], [3.479, 1.805, -0.173], [-0.674, 0.569, 1.860], [3.564, -2.292, 0.644], [1.505, 2.957, -3.130], [-0.202, 0.932, -0.426], [2.583, -1.140, 2.353], [5.488, 0.374, 4.518], [-3.713, -2.490, 1.523]], "forces_ev_per_a": [[0.29, -0.11, -0.14], [-0.20, 0.39, 0.10], [-0.22, 0.09, 0.03], [-0.03, 0.02, 0.12], [0.14, 0.29, 0.15], [0.02, 0.01, -0.01], [0.05, 0.06, 0.00], [0.03, 0.08, -0.08], [-0.21, -0.16, 0.64], [-0.02, -0.01, 0.10], [0.19, -0.34, -1.39], [0.04, 0.01, -0.06], [0.12, -0.05, -0.09], [-0.12, -0.22, -0.24], [0.08, 0.27, -0.22], [0.63, -0.54, -0.07], [0.22, 0.00, -0.09], [-0.52, -0.10, -0.03], [-0.06, -0.04, -0.18], [-1.98, -1.13, -0.04], [0.00, 0.00, -0.01], [0.02, 0.26, 0.18], [-0.17, -0.06, 0.04], [1.21, -1.10, -0.54], [-0.33, -0.71, 0.66], [-0.23, 0.32, -0.04], [0.08, 0.03, 0.02], [0.03, 0.83, -0.36], [0.03, -0.01, -0.08], [1.39, 0.88, -0.13], [-0.79, 0.35, 0.21], [0.36, 0.15, -0.14], [0.09, -0.35, -0.02], [0.05, 0.10, -0.01], [0.18, -0.09, 0.20], [0.00, -0.01, 0.03], [0.27, 0.79, -0.50], [-0.03, -0.01, -0.03], [0.17, -1.00, 0.08], [0.01, 0.22, 0.79], [-0.55, -0.47, -0.04], [0.60, -0.71, 0.26], [0.04, 0.70, 0.20], [0.45, 0.19, 0.05], [-0.24, 0.20, -0.18], [0.48, 1.30, -0.84], [0.32, 0.03, -0.31], [0.00, 0.16, -0.07], [-0.19, -0.44, 0.85], [0.18, 0.05, -0.13], [0.08, -0.64, 0.02], [0.01, 0.10, -0.10], [-0.32, 0.32, 0.04], [-0.14, -0.05, -0.27], [-0.06, -0.39, 0.66], [-0.04, -0.06, 0.06], [0.05, 0.22, -0.06], [-0.01, 0.01, -0.05], [-0.02, 0.02, -0.06], [-0.30, -0.28, 0.11], [-1.36, 0.83, 1.22], [-0.10, -0.20, 0.05], [0.08, -0.07, -0.03], [0.32, 0.03, 0.08], [-0.22, 0.10, -0.08], [0.08, -0.09, 0.00], [-0.01, 0.03, -0.01], [0.05, -0.02, -0.20]], "nbo_charge": [0.208, 0.055, 0.480, 0.204, 0.204, 0.472, 0.469, 0.238, -0.167, 0.207, 0.698, 0.215, -0.952, -0.932, 0.228, -0.225, 0.483, 0.488, 0.196, -0.648, 0.472, -0.931, -0.948, -0.452, -0.266, 0.215, 0.216, -0.144, 0.470, -0.674, -0.390, 0.208, 0.239, 0.478, -0.940, 0.465, 0.690, 0.465, -0.432, -0.516, -0.605, -0.962, 0.012, -0.390, -0.212, 1.067, 0.201, 0.235, 0.402, 0.211, -0.541, 0.249, -0.973, -0.178, -0.144, -0.940, 0.210, 0.474, 0.468, 0.270, 0.200, 0.244, 0.186, 0.206, 0.193, 0.201, 0.465, -0.695], "smiles": "CC(C)=CCC[C@@H](C)CCc1ccc2c(c1P(C)O)C(=O)NC2=O.O.O.O.O.O.O", "charge": 0, "lumo_ev": -0.49}

{"formula": "CH3N2S", "method": "ωB97M-V/def2-TZVPD", "elements": ["H", "N", "H", "C", "N", "S", "H"], "positions_angstrom": [[-0.446, 1.861, -0.652], [-0.429, -1.009, 0.431], [-1.341, -0.642, 0.835], [0.265, 0.003, -0.051], [0.184, 1.272, -0.149], [1.704, 0.529, -0.809], [0.063, -2.013, 0.395]], "forces_ev_per_a": [[-0.59, 0.30, -0.52], [1.30, 0.25, -0.59], [1.25, -1.86, -0.34], [-0.16, -2.98, 0.53], [0.35, 1.63, 0.54], [0.00, -0.22, -0.07], [-2.15, 2.88, 0.45]], "nbo_charge": [0.452, -0.717, 0.468, 0.372, -0.588, 0.514, 0.499], "de_lowest_kcal_mol": 4.8, "charge": 1, "lumo_ev": -5.39}

Computed HOMO-LUMO gap (Eh) in order:
0.219; 0.351